(1)
Density functional theory data (ωB97M-V/def2-TZVPD) for 2 unconnected molecules or ions with the total composition C4H9NO.

Positions of all 15 atoms, in Å:
C  -1.767  0.030  -0.568
C  -0.414  0.562  -0.888
C  0.762  -1.365  0.301
C  1.577  -0.242  0.487
O  2.755  -0.036  0.200
N  0.796  0.940  0.919
H  -2.490  0.567  -1.202
H  -2.059  0.231  0.470
H  -1.831  -1.043  -0.749
H  0.168  0.069  -1.652
H  -0.344  1.645  -0.909
H  -0.153  -1.461  0.877
H  1.229  -2.284  -0.046
H  1.419  1.741  0.966
H  0.312  0.803  1.802

Its spin multiplicity is 1. The calculation puts the energy relative to the best compared isomer or geometry (same formula, charge and spin) at 467.2 kJ/mol. The HOMO-LUMO gap (spin up / spin down) is 6.380 / 7.396 eV. As for the total energy: -287.65451 a.u.

---

(2)
Density functional theory data (ωB97M-V/def2-TZVPD) for 2 unconnected molecules or ions with the total composition C4H9NO at a distorted geometry.

Positions of all 15 atoms, in Å:
C  -0.275  -1.099  1.325
C  -1.318  -0.286  1.576
C  -1.799  0.504  0.424
C  -1.585  1.840  0.463
N  -2.690  -0.085  -0.458
H  0.187  -1.754  2.048
H  0.248  -0.908  0.391
H  -1.725  -0.258  2.583
H  -1.297  2.235  1.428
H  -1.733  2.479  -0.401
H  -2.920  0.233  -1.379
H  -3.271  -0.858  -0.175
O  5.855  -0.669  -2.319
H  5.665  -0.192  -3.131
H  6.659  -1.182  -2.374

Its spin multiplicity is 1. The calculation puts the energy relative to the best compared isomer or geometry (same formula, charge and spin) at 283.1 kJ/mol. The HOMO-LUMO gap is 8.812 eV. As for the SMILES: C=CC(=C)N.O. As for the total energy: -287.72462 a.u.

---

(3)
Density functional theory data (ωB97M-V/def2-TZVPD) for 2 unconnected molecules or ions with the total composition C4H9NO at a distorted geometry.

Positions of all 15 atoms, in Å:
C  -0.473  -0.911  -1.532
C  -0.109  0.401  -0.863
O  -0.582  0.372  0.477
C  -0.304  1.547  1.220
H  -1.554  -1.075  -1.490
H  -0.161  -0.901  -2.580
H  0.024  -1.756  -1.047
H  -0.569  1.249  -1.392
H  0.982  0.555  -0.875
H  -1.226  1.900  1.690
H  0.091  2.348  0.584
H  0.430  1.337  2.008
C  1.171  -1.842  1.505
N  1.959  -2.652  1.744
H  0.439  -1.085  1.242

Its spin multiplicity is 1. The calculation puts the energy relative to the best compared isomer or geometry (same formula, charge and spin) at 203.7 kJ/mol. The HOMO-LUMO gap is 11.396 eV. As for the SMILES: CCOC.C#N. As for the total energy: -287.75488 a.u.

---

(4)
Density functional theory data (ωB97M-V/def2-TZVPD) for 2 unconnected molecules or ions with the total composition C4H9NO.

Positions of all 15 atoms, in Å:
C  -2.799  1.512  -0.683
C  -1.711  0.762  -0.498
N  -1.654  -0.520  0.032
H  -3.740  1.218  -0.227
H  -2.736  2.409  -1.277
H  -0.768  1.187  -0.827
H  -2.178  -0.664  0.881
H  -0.721  -0.892  0.106
C  2.573  -0.139  -0.471
C  2.445  -0.779  0.680
O  1.316  -1.484  0.974
H  3.500  0.388  -0.618
H  1.905  -0.297  -1.305
H  3.150  -0.650  1.492
H  1.418  -2.052  1.742

Its spin multiplicity is 1. The calculation puts the energy relative to the best compared isomer or geometry (same formula, charge and spin) at 241.4 kJ/mol. The HOMO-LUMO gap is 8.639 eV. As for the SMILES: C=CN.C=CO. As for the total energy: -287.74052 a.u.

---

(5)
Density functional theory data (ωB97M-V/def2-TZVPD) for a single C4H9NO molecule.

Positions of all 15 atoms, in Å:
C  1.029  0.543  -1.746
C  -0.341  -0.067  -1.455
N  -0.392  -0.685  -0.139
C  -0.672  0.095  0.945
C  -0.361  -0.482  2.318
O  -1.135  1.219  0.820
H  1.039  1.036  -2.724
H  1.814  -0.222  -1.743
H  1.275  1.291  -0.985
H  -1.101  0.717  -1.447
H  -0.619  -0.803  -2.217
H  0.031  -1.591  -0.006
H  0.137  -1.459  2.343
H  -1.283  -0.542  2.903
H  0.286  0.251  2.808

Its spin multiplicity is 1. The calculation puts the energy relative to the best compared isomer or geometry (same formula, charge and spin) at 22.4 kJ/mol. The HOMO-LUMO gap is 10.535 eV. As for the SMILES: CCNC(C)=O. As for the total energy: -287.82391 a.u.

---

(6)
Density functional theory data (ωB97M-V/def2-TZVPD) for a single C4H9NO molecule at a distorted geometry.

Positions of all 15 atoms, in Å:
C  -0.863  0.004  -1.711
C  0.250  -0.394  -0.768
N  -0.087  -0.165  0.617
C  0.759  1.277  1.051
C  -0.283  -1.205  1.463
O  -0.318  -2.367  1.106
H  -0.524  -0.054  -2.750
H  -1.215  1.030  -1.544
H  -1.705  -0.676  -1.581
H  1.115  0.261  -0.965
H  0.592  -1.425  -0.902
H  0.017  1.895  0.540
H  1.803  0.944  0.894
H  0.899  1.763  2.045
H  -0.440  -0.888  2.506

Its spin multiplicity is 1. The calculation puts the energy relative to the best compared isomer or geometry (same formula, charge and spin) at 246.3 kJ/mol. The HOMO-LUMO gap is 10.239 eV. As for the SMILES: CCN(C)C=O. As for the total energy: -287.73866 a.u.

---

(7)
Density functional theory data (ωB97M-V/def2-TZVPD) for a single C4H9NO molecule.

Positions of all 15 atoms, in Å:
C  -1.628  0.739  0.106
C  -0.960  -0.455  -0.563
N  0.315  -0.131  -1.233
C  1.569  -0.195  -0.843
C  1.709  -0.571  0.633
O  1.117  0.413  1.482
H  -2.604  0.439  0.503
H  -1.007  1.088  0.932
H  -1.787  1.559  -0.603
H  -1.615  -0.873  -1.336
H  0.190  0.166  -2.196
H  -0.771  -1.244  0.169
H  2.774  -0.672  0.873
H  1.232  -1.529  0.889
H  1.463  1.266  1.188

Its spin multiplicity is 1. The calculation puts the energy relative to the best compared isomer or geometry (same formula, charge and spin) at 314.3 kJ/mol. The HOMO-LUMO gap is 8.993 eV. As for the total energy: -287.71274 a.u.

---

(8)
Density functional theory data (ωB97M-V/def2-TZVPD) for 2 unconnected molecules or ions with the total composition C4H9NO at a distorted geometry.

Positions of all 15 atoms, in Å:
C  -0.605  0.299  0.013
C  -2.005  0.420  -0.545
C  -0.329  -0.934  0.838
C  2.587  0.035  -0.259
N  0.458  1.075  -0.563
O  -0.155  1.527  0.578
H  -2.197  1.426  -0.941
H  -2.776  0.108  0.203
H  -2.160  -0.201  -1.453
H  -1.207  -1.009  1.599
H  0.748  -1.011  1.234
H  -0.390  -1.693  0.037
H  2.833  0.528  -1.086
H  2.903  0.375  0.626
H  2.296  -0.944  -0.282

Its spin multiplicity is 1. The calculation puts the energy relative to the best compared isomer or geometry (same formula, charge and spin) at 638.6 kJ/mol. The HOMO-LUMO gap (spin up / spin down) is 9.516 / 8.790 eV. As for the total energy: -287.58921 a.u.

---

(9)
Density functional theory data (ωB97M-V/def2-TZVPD) for a molecular structure, C4H9NO.

Positions of all 15 atoms, in Å:
C  -1.509  0.863  0.263
C  -0.970  0.341  -1.053
N  0.449  0.614  -1.147
C  0.457  -0.741  -0.609
C  0.938  -0.842  0.843
O  1.565  0.338  1.270
H  -0.781  1.023  1.069
H  -1.922  1.846  -0.003
H  -2.351  0.261  0.617
H  -0.699  -1.050  -0.778
H  0.741  0.589  -2.120
H  0.895  -1.455  -1.308
H  1.641  -1.682  0.915
H  0.090  -1.074  1.505
H  1.456  0.969  0.535

Its spin multiplicity is 1. The calculation puts the energy relative to the best compared isomer or geometry (same formula, charge and spin) at 483.0 kJ/mol. The HOMO-LUMO gap is 9.322 eV. As for the total energy: -287.64847 a.u.

---

(10)
Density functional theory data (ωB97M-V/def2-TZVPD) for 2 unconnected molecules or ions with the total composition C4H9NO at a distorted geometry.

Positions of all 15 atoms, in Å:
C  -2.054  1.235  1.630
C  -1.987  1.454  0.311
N  -3.045  1.053  -0.508
H  -3.015  1.063  2.093
H  -1.181  1.401  2.243
H  -1.168  1.859  -0.263
H  -3.984  0.929  -0.166
H  -2.991  1.300  -1.465
C  2.248  -2.371  -0.631
C  2.797  -1.188  -0.356
O  3.240  -0.260  -1.252
H  2.064  -2.997  0.226
H  2.104  -2.650  -1.661
H  2.921  -0.925  0.693
H  4.052  0.097  -0.893

Its spin multiplicity is 1. The calculation puts the energy relative to the best compared isomer or geometry (same formula, charge and spin) at 268.1 kJ/mol. The HOMO-LUMO gap is 8.834 eV. As for the SMILES: C=CN.C=CO. As for the total energy: -287.73032 a.u.

---

(11)
Density functional theory data (ωB97M-V/def2-TZVPD) for a single C4H9NO molecule.

Positions of all 15 atoms, in Å:
C  0.723  1.192  -0.450
C  0.266  -0.033  0.381
C  -0.426  0.374  1.678
C  -0.641  -0.941  -0.449
N  -0.124  -1.284  -1.682
O  -1.759  -1.277  -0.109
H  0.689  2.104  0.155
H  0.080  1.339  -1.321
H  1.747  1.079  -0.822
H  1.143  -0.648  0.631
H  -0.664  -0.498  2.293
H  0.226  1.039  2.254
H  -1.361  0.903  1.468
H  0.850  -1.530  -1.766
H  -0.749  -1.820  -2.262

Its spin multiplicity is 1. The calculation puts the energy relative to the best compared isomer or geometry (same formula, charge and spin) at 21.6 kJ/mol. The HOMO-LUMO gap is 10.607 eV. As for the SMILES: CC(C)C(N)=O. As for the total energy: -287.82423 a.u.

---

(12)
Density functional theory data (ωB97M-V/def2-TZVPD) for a single C4H9NO molecule at a distorted geometry.

Positions of all 15 atoms, in Å:
C  2.001  -0.325  0.203
N  0.838  -0.787  -0.516
C  -0.104  0.278  -0.755
C  -0.708  1.008  0.371
C  -1.515  0.026  -0.422
O  -1.995  -1.180  0.108
H  2.767  -1.131  0.209
H  1.603  0.013  1.197
H  2.444  0.535  -0.308
H  0.417  -1.611  0.010
H  0.199  0.669  -1.735
H  -0.226  0.939  1.356
H  -1.097  1.973  0.177
H  -2.358  0.475  -1.040
H  -2.265  -0.883  1.145

Its spin multiplicity is 1. The calculation puts the energy relative to the best compared isomer or geometry (same formula, charge and spin) at 324.1 kJ/mol. The HOMO-LUMO gap is 9.386 eV. As for the SMILES: CN[C@@H]1C[C@@H]1O. As for the total energy: -287.70899 a.u.